The following is a DFT calculation (ωB97M-V with the def2-TZVPD basis set) of a cluster of 2 separate species, C3H6N2O2 in total.

Positions of all 13 atoms, in Å:
C -1.761 0.063 -1.357
O -1.400 -0.210 -0.015
C -0.109 -0.088 0.388
N 0.854 0.136 -0.571
N 0.220 -0.121 1.616
C 2.802 0.045 1.684
O 3.112 0.005 2.773
H -2.851 0.017 -1.377
H -1.367 -0.697 -2.044
H -1.429 1.057 -1.676
H 0.765 -0.250 -1.494
H -0.597 -0.146 2.212
H 1.761 0.190 -0.140

## Properties
Gap between HOMO and LUMO: 10.050 eV
Energy above the lowest of the compared OMol25 structures with the same formula, charge and spin: 45.13 kcal per mole
Total charge: 0
Maximum force: 0.024 Eh/bohr